A 3-piece molecular cluster, C51H35BrF3N4O11P overall, computed with wB97M-V/def2-TZVPD.

Each atom is followed by the atoms it is bonded to, with distances in Å.
CARTESIAN COORDINATES (ANGSTROEM)
1 C -2.526 3.884 -1.195  C2 1.215, H40 1.118
2 C -1.991 2.838 -0.887  C1 1.215, C3 1.538
3 C -1.489 1.438 -0.496  C2 1.538, C4 1.507, C19 1.486
4 C -2.072 0.704 0.684  C3 1.507, N5 1.460, C12 1.504
5 N -3.158 1.184 1.533  C4 1.460, C6 1.470, C9 1.468
6 C -2.847 2.456 2.202  N5 1.470, C7 1.595, O8 1.208
7 C -2.037 2.328 3.570  C6 1.595, H41 1.122, H42 1.138, H43 1.137
8 O -3.182 3.556 1.834  C6 1.208
9 C -4.468 1.189 0.868  N5 1.468, C10 1.569, O11 1.222
10 C -4.721 1.133 -0.680  C9 1.569, H44 1.125, H45 1.136, H46 1.135
11 O -5.453 1.196 1.591  C9 1.222
12 C -1.515 -0.643 1.051  C4 1.504, C13 1.485, H47 1.130
13 C -0.408 -1.265 0.280  C12 1.485, C14 1.578, C18 1.484
14 C 0.141 -2.662 0.770  C13 1.578, F15 1.404, F16 1.400, F17 1.374
15 F -0.398 -3.018 2.016  C14 1.404
16 F 1.523 -2.602 0.988  C14 1.400
17 F -0.210 -3.641 -0.127  C14 1.374
18 C 0.111 -0.532 -0.901  C13 1.484, C19 1.505, C38 1.568
19 C -0.410 0.819 -1.310  C3 1.486, C18 1.505, C20 1.576
20 C 0.249 1.461 -2.589  C19 1.576, O21 1.217, C22 1.557
21 O -0.487 2.070 -3.343  C20 1.217
22 C 1.773 1.219 -2.801  C20 1.557, C23 1.510, C32 1.503
23 C 2.283 -0.142 -2.392  C22 1.510, C24 1.476, C38 1.576
24 C 3.695 -0.544 -2.552  C23 1.476, C25 1.493, H48 1.118
25 C 4.614 0.463 -3.160  C24 1.493, Br26 1.976, C27 1.511
26 Br 6.474 -0.158 -3.403  C25 1.976
27 C 4.160 1.839 -3.588  C25 1.511, P28 1.860, C32 1.518
28 P 5.465 2.914 -4.363  C27 1.860, O29 1.496, O30 1.699, O31 1.670
29 O 5.885 2.295 -5.659  P28 1.496
30 O 6.830 2.986 -3.353  P28 1.699, H49 0.977
31 O 5.005 4.498 -4.622  P28 1.670, H50 0.982
32 C 2.706 2.233 -3.400  C22 1.503, C27 1.518, C33 1.564
33 C 2.178 3.647 -3.810  C32 1.564, C34 1.618, H51 1.124, H52 1.137
34 C 2.566 4.806 -2.750  C33 1.618, N35 1.487, N36 1.474, N37 1.497
35 N 2.827 6.098 -3.440  C34 1.487, H53 1.021, H54 1.020
36 N 3.748 4.472 -1.936  C34 1.474, H55 1.020, H56 1.021
37 N 1.397 5.008 -1.837  C34 1.497, H57 1.029, H58 1.030
38 C 1.265 -1.162 -1.755  C18 1.568, C23 1.576, O39 1.213
39 O 1.409 -2.344 -1.986  C38 1.213
40 H -2.674 4.969 -1.424  C1 1.118
41 H -1.229 3.100 3.668  C7 1.122
42 H -2.825 2.399 4.388  C7 1.138
43 H -1.603 1.283 3.676  C7 1.137
44 H -4.114 0.367 -1.237  C10 1.125
45 H -4.590 2.167 -1.131  C10 1.136
46 H -5.816 0.882 -0.842  C10 1.135
47 H -1.923 -1.208 1.940  C12 1.130
48 H 3.995 -1.567 -2.217  C24 1.118
49 H 7.304 3.819 -3.543  O30 0.977
50 H 5.529 5.048 -3.999  O31 0.982
51 H 1.063 3.715 -3.934  C33 1.124
52 H 2.619 3.879 -4.833  C33 1.137
53 H 3.367 6.742 -2.860  N35 1.021
54 H 1.980 6.523 -3.817  N35 1.020
55 H 4.525 5.109 -2.110  N36 1.020
56 H 3.533 4.378 -0.942  N36 1.021
57 H 0.674 5.459 -2.414  N37 1.029
58 H 1.723 5.675 -1.122  N37 1.030
59 C 7.669 2.431 4.890  C60 1.393, C64 1.388, H75 1.084
60 C 7.674 2.152 3.526  C59 1.393, C61 1.388, H76 1.084
61 C 6.755 1.257 2.996  C60 1.388, C62 1.393, H77 1.084
62 C 5.833 0.629 3.830  C61 1.393, C63 1.396, C73 1.483
63 C 5.844 0.891 5.201  C62 1.396, C64 1.393, C65 1.484
64 C 6.757 1.802 5.727  C59 1.388, C63 1.393, H78 1.084
65 C 4.901 0.192 6.109  C63 1.484, O66 1.217, C67 1.483
66 O 4.908 0.423 7.304  C65 1.217
67 C 3.957 -0.799 5.537  C65 1.483, C68 1.393, C72 1.396
68 C 3.105 -1.505 6.382  C67 1.393, C69 1.389, H79 1.084
69 C 2.209 -2.425 5.854  C68 1.389, C70 1.393, H80 1.084
70 C 2.154 -2.636 4.478  C69 1.393, C71 1.388, H81 1.084
71 C 3.005 -1.938 3.633  C70 1.388, C72 1.393, H82 1.082
72 C 3.915 -1.025 4.160  C67 1.396, C71 1.393, C73 1.483
73 C 4.844 -0.312 3.251  C62 1.483, C72 1.483, O74 1.217
74 O 4.799 -0.498 2.049  C73 1.217
75 H 8.382 3.137 5.302  C59 1.084
76 H 8.395 2.635 2.876  C60 1.084
77 H 6.760 1.047 1.932  C61 1.084
78 H 6.761 2.019 6.789  C64 1.084
79 H 3.141 -1.343 7.453  C68 1.084
80 H 1.550 -2.978 6.514  C69 1.084
81 H 1.449 -3.349 4.065  C70 1.084
82 H 2.962 -2.109 2.566  C71 1.082
83 C -6.798 -5.284 -5.296  C84 1.393, C88 1.388, H99 1.084
84 C -6.353 -3.964 -5.301  C83 1.393, C85 1.388, H100 1.084
85 C -6.107 -3.309 -4.102  C84 1.388, C86 1.393, H101 1.084
86 C -6.316 -3.967 -2.893  C85 1.393, C87 1.396, C97 1.483
87 C -6.785 -5.281 -2.888  C86 1.396, C88 1.393, C89 1.484
88 C -7.015 -5.941 -4.093  C83 1.388, C87 1.393, H102 1.084
89 C -7.059 -5.979 -1.607  C87 1.484, O90 1.216, C91 1.483
90 O -7.465 -7.126 -1.602  C89 1.216
91 C -6.839 -5.250 -0.334  C89 1.483, C92 1.393, C96 1.395
92 C -7.146 -5.870 0.875  C91 1.393, C93 1.388, H103 1.084
93 C -6.931 -5.201 2.073  C92 1.388, C94 1.393, H104 1.084
94 C -6.401 -3.913 2.068  C93 1.393, C95 1.388, H105 1.084
95 C -6.099 -3.290 0.866  C94 1.388, C96 1.393, H106 1.084
96 C -6.326 -3.953 -0.339  C91 1.395, C95 1.393, C97 1.482
97 C -6.033 -3.264 -1.618  C86 1.483, C96 1.482, O98 1.217
98 O -5.573 -2.137 -1.622  C97 1.217
99 H -6.981 -5.797 -6.233  C83 1.084
100 H -6.197 -3.447 -6.241  C84 1.084
101 H -5.756 -2.283 -4.111  C85 1.084
102 H -7.366 -6.967 -4.095  C88 1.084
103 H -7.557 -6.873 0.886  C92 1.084
104 H -7.176 -5.683 3.013  C93 1.084
105 H -6.227 -3.395 3.004  C94 1.084
106 H -5.690 -2.285 0.867  C95 1.084

## Properties
Energy = -6226.01243 a.u.
LUMO energy = -1.5 eV
HOMO level = -9.30 eV
SMILES = C#Cc1c(N(C(C)=O)C(C)=O)cc(C(F)(F)F)c2c1C(=O)c1c(cc(Br)c(P(=O)(O)O)c1CC(N)(N)N)C2=O.O=C1c2ccccc2C(=O)c2ccccc21.O=C1c2ccccc2C(=O)c2ccccc21
Kohn-Sham gap = 7.83 eV
Max |F| = 3.4 eV/A

Mulliken atomic charge list, values in e, 5 entries:
1 C 0.05
2 C -0.99
3 C 1.02
4 C -0.74
5 N 0.29